--- i ---
Formula: C24H17BrCl3GeO7S2Ti
Source: the OMol25 dataset
Level of theory: ωB97M-V/def2-TZVPD

Last column: Löwdin spin population.
Cartesian coordinates (Å):
Ti (-0.055, 1.082, 0.556)  0.59
O (-0.076, -0.168, 2.316)  0.02
S (0.079, 1.009, 3.222)  0.01
O (-0.616, 0.981, 4.456)  0.00
O (-0.256, 2.139, 2.293)  0.00
C (1.827, 1.110, 3.572)  0.00
C (2.156, 1.000, 4.909)  0.00
C (3.489, 0.988, 5.315)  0.00
C (4.493, 1.080, 4.382)  0.00
C (4.180, 1.189, 3.029)  0.00
C (2.866, 1.206, 2.607)  0.00
S (2.633, 1.317, 0.846)  0.00
O (3.907, 1.386, 0.227)  0.00
O (1.683, 2.430, 0.618)  0.00
O (1.794, 0.112, 0.506)  0.02
H (1.364, 0.930, 5.640)  0.00
H (3.728, 0.902, 6.367)  0.00
H (5.531, 1.067, 4.690)  0.00
H (4.962, 1.266, 2.287)  0.00
Cl (0.048, 5.609, -5.222)  0.00
C (0.065, 4.334, -4.031)  0.00
C (0.547, 3.086, -4.375)  0.00
C (0.554, 2.074, -3.428)  0.00
Cl (1.207, 0.539, -3.874)  0.00
C (0.077, 2.296, -2.140)  0.00
O (0.037, 1.321, -1.221)  0.01
C (-0.374, 3.575, -1.828)  0.00
Cl (-0.908, 3.895, -0.211)  0.01
C (-0.393, 4.599, -2.756)  0.00
H (0.922, 2.897, -5.370)  0.00
H (-0.750, 5.582, -2.489)  0.00
Br (-2.483, 0.745, 0.435)  0.05
Ge (-0.479, -1.573, -0.239)  0.17
C (-0.912, -1.575, -2.088)  0.03
C (-1.929, -0.850, -2.708)  0.00
C (-2.190, -1.027, -4.059)  0.00
C (-1.442, -1.932, -4.803)  0.00
C (-0.427, -2.655, -4.197)  0.00
C (-0.154, -2.469, -2.847)  0.01
C (-1.678, -2.557, 0.862)  0.02
C (-1.226, -3.112, 2.058)  0.01
C (-2.068, -3.903, 2.828)  0.00
C (-3.367, -4.145, 2.405)  0.01
C (-3.826, -3.598, 1.213)  0.00
C (-2.988, -2.801, 0.447)  0.01
H (0.909, -2.167, -0.066)  0.02
H (-2.509, -0.134, -2.145)  0.00
H (-2.977, -0.456, -4.535)  0.00
H (-1.647, -2.065, -5.858)  0.00
H (0.164, -3.353, -4.776)  0.00
H (0.660, -3.024, -2.393)  0.00
H (-0.215, -2.927, 2.401)  0.00
H (-1.711, -4.329, 3.757)  0.00
H (-4.025, -4.759, 3.007)  0.00
H (-4.839, -3.792, 0.884)  0.00
H (-3.361, -2.375, -0.477)  0.00

Calculated values
- gap between HOMO and LUMO (spin up / spin down) (eV) = 7.672 / 6.437
- expectation value of S² = 0.76
- LUMO level (spin up / spin down) (eV) = -1.0 / -2.4
- 2S+1 = 2

=====

--- ii ---
Formula: C24H17BrCl3GeO7S2Ti
Source: the OMol25 dataset
Level of theory: ωB97M-V/def2-TZVPD

Last column: Löwdin spin population.
Cartesian coordinates (Å):
Ti (-1.537, -0.459, 0.145)  0.70
O (-2.557, 0.555, 3.977)  0.00
S (-1.717, 0.162, 2.899)  0.00
O (-1.199, 1.195, 2.001)  0.02
O (-2.346, -0.841, 1.958)  0.00
C (-0.310, -0.711, 3.593)  0.00
C (-0.180, -0.577, 4.962)  0.00
C (0.873, -1.176, 5.656)  0.00
C (1.801, -1.921, 4.970)  0.00
C (1.684, -2.064, 3.588)  0.00
C (0.648, -1.472, 2.891)  0.00
S (0.667, -1.782, 1.133)  0.00
O (-0.585, -2.456, 0.777)  0.00
O (1.907, -2.391, 0.793)  0.00
O (0.473, -0.399, 0.527)  0.02
H (-0.919, 0.002, 5.496)  0.00
H (0.946, -1.052, 6.727)  0.00
H (2.622, -2.395, 5.490)  0.00
H (2.415, -2.642, 3.043)  0.00
Cl (-3.734, -5.448, -4.767)  0.00
C (-3.024, -4.187, -3.806)  0.00
C (-3.581, -3.873, -2.576)  0.00
C (-2.994, -2.861, -1.841)  0.00
Cl (-3.617, -2.486, -0.271)  0.01
C (-1.877, -2.141, -2.285)  0.00
O (-1.358, -1.161, -1.552)  -0.01
C (-1.341, -2.514, -3.524)  0.00
Cl (0.044, -1.695, -4.128)  0.00
C (-1.909, -3.524, -4.285)  0.00
H (-4.439, -4.406, -2.200)  0.00
H (-1.479, -3.786, -5.240)  0.00
Br (-3.294, 1.122, -0.576)  0.06
Ge (-0.424, 2.138, -0.556)  0.09
C (0.238, 1.649, -2.303)  0.03
C (-0.464, 2.102, -3.419)  0.01
C (0.071, 1.960, -4.688)  0.00
C (1.309, 1.360, -4.851)  0.01
C (2.003, 0.882, -3.750)  0.00
C (1.463, 1.011, -2.483)  0.01
C (0.942, 2.644, 0.716)  0.02
C (0.700, 3.847, 1.374)  0.01
C (1.631, 4.377, 2.253)  0.00
C (2.813, 3.703, 2.493)  0.00
C (3.066, 2.501, 1.846)  0.00
C (2.136, 1.972, 0.970)  0.00
H (-1.426, 3.295, -0.647)  0.00
H (-1.436, 2.569, -3.303)  0.00
H (-0.477, 2.315, -5.548)  0.00
H (1.730, 1.254, -5.841)  0.00
H (2.961, 0.397, -3.880)  0.00
H (2.005, 0.605, -1.638)  0.00
H (-0.226, 4.384, 1.213)  0.00
H (1.424, 5.311, 2.756)  0.00
H (3.539, 4.111, 3.183)  0.00
H (3.989, 1.969, 2.030)  0.00
H (2.351, 1.024, 0.499)  0.00

Calculated values
- gap between HOMO and LUMO (spin up / spin down) (eV) = 7.362 / 6.372
- expectation value of S² = 0.76
- LUMO level (spin up / spin down) (eV) = -1.3 / -2.3
- 2S+1 = 2

=====

Most stable structure: ii

=====

--- i ---
Formula: C5H12
Source: the OMol25 dataset
Level of theory: ωB97M-V/def2-TZVPD

Last column: Mulliken charge in e.
Cartesian coordinates (Å):
C (-0.149, 1.642, -1.877)  -0.77
C (-0.022, 0.956, -0.370)  -0.57
C (0.656, -1.428, 1.052)  -0.93
C (0.826, -2.580, 2.018)  -0.91
C (-1.297, 1.582, -0.876)  -0.37
H (-0.167, 0.788, -2.591)  0.26
H (0.048, 2.724, -2.112)  0.46
H (0.541, 1.647, 0.279)  0.20
H (0.500, -1.616, 0.005)  0.44
H (1.592, -0.945, 0.841)  0.38
H (-0.027, -0.661, 1.393)  0.22
H (1.467, -2.260, 2.853)  0.25
H (1.372, -3.450, 1.494)  0.26
H (-0.153, -2.994, 2.375)  0.28
H (-1.767, 2.395, -2.716)  0.19
H (-1.509, 2.459, -0.188)  0.21
H (-1.980, 0.882, -1.315)  0.38

Calculated values
- gap between HOMO and LUMO (eV) = 6.311
- LUMO level (eV) = -1.6
- 2S+1 = 1

=====

--- ii ---
Formula: C5H12
Source: the OMol25 dataset
Level of theory: ωB97M-V/def2-TZVPD

Last column: Mulliken charge in e.
Cartesian coordinates (Å):
C (1.729, 0.202, 0.424)  -1.20
C (0.807, 1.208, -0.258)  -0.22
C (-0.664, 0.891, -0.591)  -0.72
C (-1.358, -0.211, 0.217)  -0.50
C (-0.831, -1.666, 0.116)  -1.04
H (1.727, -0.765, -0.069)  0.29
H (2.781, 0.478, 0.308)  0.38
H (1.516, 0.102, 1.488)  0.27
H (0.873, 2.098, 0.379)  0.27
H (1.320, 1.499, -1.182)  0.26
H (-1.324, 1.762, -0.548)  0.33
H (-0.783, 0.672, -1.661)  0.33
H (-1.344, 0.128, 1.254)  0.32
H (-2.419, -0.273, -0.026)  0.38
H (-0.074, -1.662, -0.666)  0.27
H (-0.393, -2.060, 1.027)  0.25
H (-1.565, -2.404, -0.212)  0.33

Calculated values
- gap between HOMO and LUMO (eV) = 11.984
- structure (SMILES) = CCCCC
- LUMO level (eV) = 1.2
- 2S+1 = 1

=====

Most stable structure: ii

=====

--- i ---
Formula: C3H11O3S
Source: the OMol25 dataset
Level of theory: ωB97M-V/def2-TZVPD

Last column: Mulliken charge in e.
Cartesian coordinates (Å):
C (-1.447, 0.119, 0.332)  -0.55
O (-0.544, 0.372, 1.379)  -0.85
C (-0.681, 0.180, -0.975)  -0.41
C (0.562, -0.742, -1.183)  -0.87
S (1.935, -0.215, -2.369)  -0.31
H (-1.984, -0.859, 0.459)  0.30
H (-2.257, 0.855, 0.270)  0.26
H (-0.332, 1.244, -1.142)  0.26
H (-1.434, 0.102, -1.780)  0.40
H (1.078, -0.772, -0.219)  0.44
H (0.311, -1.743, -1.516)  0.38
H (0.618, 1.419, -2.580)  0.15
H (0.248, -1.401, 3.454)  0.22
H (-0.572, -0.586, 2.270)  0.46
O (-0.600, -1.406, 3.002)  -0.84
H (2.056, 0.911, -0.488)  0.29
H (1.134, 1.074, 0.768)  0.36
O (1.910, 1.448, 0.317)  -0.68

Calculated values
- gap between HOMO and LUMO (eV) = 6.056
- LUMO level (eV) = 1.7
- 2S+1 = 1
- total charge = -1

=====

--- ii ---
Formula: C3H11O3S
Source: the OMol25 dataset
Level of theory: ωB97M-V/def2-TZVPD

Last column: Mulliken charge in e.
Cartesian coordinates (Å):
C (-0.358, 0.801, 1.228)  -0.38
O (-0.568, -0.485, 0.883)  -0.90
C (0.593, 1.579, 0.151)  -0.48
C (1.231, 0.574, -0.814)  -0.61
S (0.746, 0.704, -2.587)  -0.28
H (0.259, 0.883, 2.185)  0.15
H (-1.302, 1.371, 1.188)  0.25
H (-0.063, 2.271, -0.456)  0.25
H (1.400, 2.155, 0.662)  0.34
H (1.034, -0.425, -0.446)  0.26
H (2.310, 0.739, -0.699)  0.31
H (-0.169, -0.275, -2.442)  0.10
H (1.130, -1.717, 2.022)  0.36
H (0.256, -1.328, 3.098)  0.33
O (1.105, -1.801, 2.992)  -0.71
H (-2.690, -0.847, -0.573)  0.29
H (-2.126, -1.218, 0.660)  0.44
O (-3.018, -1.318, 0.209)  -0.72

Calculated values
- gap between HOMO and LUMO (eV) = 7.190
- LUMO level (eV) = 3.2
- 2S+1 = 1
- total charge = -1

=====

Most stable structure: ii

=====

--- i ---
Formula: C5H4ClNS
Source: the OMol25 dataset
Level of theory: ωB97M-V/def2-TZVPD

Last column: Mulliken charge in e.
Cartesian coordinates (Å):
N (2.709, -0.301, -1.055)  -0.39
C (1.708, -0.530, -0.552)  -0.12
C (0.404, -0.779, 0.081)  1.09
Cl (0.295, -2.458, 0.640)  -0.17
C (-0.766, -0.219, -0.743)  -0.81
C (-0.747, 1.066, 0.110)  -0.39
C (0.090, 0.316, 1.135)  -0.14
S (0.407, 0.448, 2.684)  -0.25
H (-1.650, -0.792, -0.596)  0.33
H (-0.576, -0.110, -1.828)  0.31
H (-0.171, 1.879, -0.353)  0.23
H (-1.702, 1.480, 0.476)  0.31

Calculated values
- gap between HOMO and LUMO (eV) = 8.443
- structure (SMILES) = N#C[C@]1(Cl)CCC1=S
- LUMO level (eV) = -1.0
- 2S+1 = 1

=====

--- ii ---
Formula: C5H4ClNS
Source: the OMol25 dataset
Level of theory: ωB97M-V/def2-TZVPD

Last column: Mulliken charge in e.
Cartesian coordinates (Å):
S (3.048, 0.184, -0.213)  -0.16
C (1.630, -0.835, -0.153)  -0.17
C (0.365, -0.365, 0.216)  0.26
C (-0.007, 1.085, 0.108)  -0.09
N (-1.339, 1.252, -0.099)  -0.56
C (-1.992, 0.013, -0.140)  0.07
Cl (-3.716, -0.030, -0.204)  -0.17
C (-1.022, -0.948, 0.116)  -0.50
H (2.142, 1.252, 0.066)  0.19
H (1.720, -1.830, -0.438)  0.37
H (0.353, 2.150, 0.301)  0.32
H (-1.182, -1.929, 0.440)  0.43

Calculated values
- gap between HOMO and LUMO (eV) = 7.595
- structure (SMILES) = S/C=C1\C=NC(Cl)=C1
- LUMO level (eV) = -1.1
- 2S+1 = 1

=====

Most stable structure: i

=====

--- i ---
Formula: C2H3N3S
Source: the OMol25 dataset
Level of theory: ωB97M-V/def2-TZVPD

Last column: Löwdin spin population.
Cartesian coordinates (Å):
C (1.054, 0.679, -0.150)  0.05
C (0.383, 1.981, -0.526)  0.55
N (-0.698, 1.106, -1.052)  0.19
N (-0.182, 0.027, -0.499)  0.32
N (-0.809, -1.001, -0.221)  0.60
S (1.768, 1.501, -1.593)  0.31
H (1.668, 0.309, 0.654)  0.01
H (-1.689, 1.212, -1.219)  0.01
H (0.052, -2.052, 0.471)  -0.04

Calculated values
- gap between HOMO and LUMO (spin up / spin down) (eV) = 6.425 / 6.882
- expectation value of S² = 2.02
- LUMO level (spin up / spin down) (eV) = 0.1 / -2.1
- 2S+1 = 3

=====

--- ii ---
Formula: C2H3N3S
Source: the OMol25 dataset
Level of theory: ωB97M-V/def2-TZVPD

Last column: Löwdin spin population.
Cartesian coordinates (Å):
C (-1.447, -0.038, 0.475)  0.28
C (-0.042, 0.024, -0.007)  0.04
N (-2.556, 0.474, 0.259)  0.02
N (-3.638, 0.169, 1.040)  0.48
N (-3.503, -0.734, 1.871)  0.45
S (-2.118, -1.510, 2.113)  0.70
H (0.235, 0.560, -0.946)  0.00
H (0.225, 0.694, 0.764)  0.01
H (0.340, -0.944, -0.157)  0.01

Calculated values
- gap between HOMO and LUMO (spin up / spin down) (eV) = 6.039 / 5.995
- expectation value of S² = 2.02
- LUMO level (spin up / spin down) (eV) = -0.3 / -3.3
- 2S+1 = 3

=====

Most stable structure: ii